{"formula": "C3HF3O", "method": "wB97M-V/def2-TZVPD", "e_lumo_ev": -0.072, "de_lowest_kj_mol": 379.0, "energy_ha": -489.59288, "species": ["C", "C", "C", "O", "F", "F", "F", "H"], "positions_angstrom": [[1.814619, 0.355564, 0.008046], [-0.548509, 0.444219, -0.044176], [-1.297967, -0.624177, 0.010301], [2.369772, 1.364728, 0.111325], [-0.960855, 1.707377, -0.066459], [-2.635696, -0.697117, 0.031977], [-0.777797, -1.852995, 0.036368], [2.036432, -0.697599, -0.087385]], "forces_ev_per_angstrom": [[-3.31, 1.07, -0.02], [3.81, 0.33, 0.10], [-0.79, -0.41, -0.01], [-0.19, -0.74, -0.07], [-0.35, -0.23, 0.01], [0.56, 0.13, -0.01], [-0.04, 0.17, 0.01], [0.30, -0.33, 0.00]], "lowdin_charge": [0.01, -0.08, -0.39, 0.13, 0.04, 0.11, 0.09, 0.10]}